Computed, not measured: a 6-piece molecular cluster, C11H20Cl14 overall at a distorted geometry, with ωB97M-V with the def2-TZVPD basis set.

Summary:
DFT total energy	-6873.783080	a.u.
⟨S²⟩	0.75
strongest force on any atom	4.30	eV/A
LUMO level (spin up / spin down)	2.499 / 2.475	eV
orbital gap (spin up / spin down)	3.42 / 9.40	eV
E_HOMO (spin up / spin down)	-0.0337 / -0.2546	hartree

Structure (ORCA input):
```
! wB97M-V def2-TZVPD RIJCOSX def2/J DEFGRID3
* xyz -1 2
Cl 0.22 2.49 4.02
C 0.98 1.30 5.11
C 0.09 0.11 5.38
Cl -1.10 0.45 6.49
H 1.36 1.64 6.07
H 1.86 0.83 4.68
H 0.64 -0.68 5.89
H -0.39 -0.23 4.46
Cl 5.68 2.61 -2.91
C 4.41 1.70 -1.91
C 3.91 2.73 -0.89
Cl 3.02 4.09 -1.64
H 4.80 0.79 -1.47
H 3.57 1.48 -2.57
H 4.69 3.18 -0.27
H 3.19 2.35 -0.16
Cl -4.21 -3.22 4.25
C -3.44 -1.83 3.47
C -4.35 -0.62 3.48
Cl -3.70 0.65 2.44
H -3.30 -2.19 2.44
H -2.45 -1.62 3.89
H -4.41 -0.22 4.49
H -5.40 -0.79 3.24
Cl -2.00 0.65 -3.95
C -1.02 2.01 -4.26
C 0.30 1.67 -3.56
Cl 1.19 0.43 -4.56
H -1.46 2.97 -3.99
H -1.00 2.07 -5.35
H 0.22 1.39 -2.51
H 0.89 2.58 -3.50
Cl -1.42 -5.67 -3.64
C -1.30 -3.87 -3.77
C 0.17 -3.37 -3.52
Cl 1.21 -3.48 -4.97
H -1.99 -3.51 -3.00
H -1.87 -3.50 -4.62
H 0.62 -3.65 -2.57
H 0.00 -2.31 -3.29
C 0.37 0.15 0.58
Cl 0.49 -0.67 -0.89
Cl -0.56 1.66 0.45
Cl -0.49 -0.97 1.74
Cl 2.00 0.43 1.19
*
```



Computed, not measured: C25H23AsClN5O12S2Tl as an isolated structure, with ωB97M-V with the def2-TZVPD basis set.

Summary:
DFT total energy	-5808.058651	a.u.
strongest force on any atom	0.34	eV/A
LUMO level	1.936	eV
orbital gap	7.54	eV
E_HOMO	-0.2061	hartree

Structure (ORCA input):
```
! wB97M-V def2-TZVPD RIJCOSX def2/J DEFGRID3
* xyz -1 1
Tl 0.82 -0.59 0.49
O -5.44 -2.37 1.91
C -5.37 -2.67 0.62
O -6.28 -3.20 0.04
C -4.12 -2.28 -0.09
C -3.98 -2.24 -1.46
Cl -5.09 -2.69 -2.68
N -2.72 -1.82 -1.75
N -2.01 -1.63 -0.62
C -2.83 -1.90 0.38
C -2.31 -1.75 1.79
O -3.15 -1.48 2.68
O -1.08 -1.88 1.94
C -2.09 -1.54 -3.00
C -0.73 -1.83 -3.11
C -0.07 -1.52 -4.29
C -0.75 -0.94 -5.35
C -2.10 -0.65 -5.22
C -2.78 -0.95 -4.05
H -4.57 -1.95 2.24
H -0.20 -2.27 -2.28
H 0.99 -1.73 -4.36
H -0.23 -0.70 -6.26
H -2.64 -0.19 -6.04
H -3.82 -0.70 -3.94
O 1.76 -2.53 -1.37
C 2.77 -2.42 -2.05
C 3.22 -1.28 -2.83
C 4.34 -1.50 -3.63
C 4.82 -0.53 -4.47
C 4.19 0.73 -4.54
C 3.10 0.98 -3.77
C 2.55 0.01 -2.85
O 1.55 0.29 -2.14
N 5.97 -0.80 -5.30
O 6.51 -1.90 -5.21
O 6.36 0.08 -6.05
H 3.46 -3.29 -2.12
H 4.84 -2.47 -3.59
H 4.59 1.47 -5.21
H 2.61 1.95 -3.80
S 2.30 -0.68 3.44
C 1.05 0.27 4.02
N -0.25 -0.12 3.80
C -1.32 0.61 4.15
C -1.13 1.79 4.80
C 0.21 2.14 5.06
N 1.25 1.43 4.71
H -0.42 -0.98 3.25
H -2.27 0.18 3.86
H -1.96 2.42 5.08
H 0.43 3.06 5.60
O -0.81 2.96 -0.51
S -1.05 2.51 1.28
O -1.71 3.70 1.74
O 0.32 2.32 1.66
O -1.85 1.33 1.10
C -0.56 2.34 -3.31
As -1.20 1.44 -1.71
C -3.09 1.89 -1.86
C -1.18 4.30 -0.85
H -1.30 3.00 -3.76
H -0.30 1.54 -4.01
H 0.36 2.88 -3.07
H -3.25 2.95 -2.07
H -3.60 1.60 -0.94
H -3.49 1.31 -2.69
H -1.00 4.44 -1.92
H -0.54 4.98 -0.28
H -2.22 4.49 -0.61
*
```



Computed, not measured: a 2-piece molecular cluster, C4H8O2 overall, with ωB97M-V with the def2-TZVPD basis set.

Summary:
DFT total energy	-307.629456	a.u.
SMILES	C/C=C\O.C=O
strongest force on any atom	0.50	eV/A
LUMO level	0.672	eV
orbital gap	9.68	eV
E_HOMO	-0.3309	hartree

Structure (ORCA input):
```
! wB97M-V def2-TZVPD RIJCOSX def2/J DEFGRID3
* xyz 0 1
C 1.53 0.82 -0.07
C 0.74 -0.34 -0.60
O -0.89 -1.93 1.97
C -1.34 -0.89 1.55
C -0.45 -0.26 -1.20
O -1.20 0.85 -1.43
H 0.93 1.72 0.08
H 1.96 0.57 0.91
H 2.36 1.08 -0.73
H 1.16 -1.33 -0.48
H -0.90 0.09 1.81
H -2.23 -0.85 0.90
H -0.98 -1.15 -1.55
H -0.69 1.63 -1.15
*
```



Computed, not measured: C16H16CaCl5F5O4 as an isolated structure at a distorted geometry, with ωB97M-V with the def2-TZVPD basis set.

Summary:
DFT total energy	-4397.998546	a.u.
strongest force on any atom	4.98	eV/A
LUMO level	-0.610	eV
orbital gap	4.11	eV
E_HOMO	-0.1736	hartree

Structure (ORCA input):
```
! wB97M-V def2-TZVPD RIJCOSX def2/J DEFGRID3
* xyz 0 1
Ca -3.82 -13.00 4.76
C -2.33 -11.39 2.08
C -1.28 -11.74 3.12
O -1.50 -12.96 3.88
C -1.38 -14.13 3.06
C -2.01 -15.27 3.92
O -3.40 -15.12 4.21
C -4.38 -15.61 3.21
C -4.89 -14.52 2.30
O -5.44 -13.55 3.19
C -5.77 -12.18 2.68
C -4.71 -11.43 1.94
O -3.51 -11.48 2.77
H -2.31 -12.14 1.24
H -2.20 -10.27 1.72
H -1.26 -10.94 3.93
H -0.30 -11.80 2.57
H -0.29 -14.34 2.82
H -1.87 -13.90 2.13
H -1.52 -15.33 4.92
H -1.89 -16.29 3.49
H -5.19 -16.03 3.78
H -3.92 -16.42 2.67
H -5.61 -14.90 1.64
H -4.06 -14.02 1.74
H -6.01 -11.49 3.52
H -6.69 -12.20 2.08
H -5.01 -10.37 1.89
H -4.47 -11.75 0.91
Cl -2.83 -13.37 7.20
C -4.58 -13.48 7.54
C -5.38 -12.87 6.64
C -6.72 -12.61 6.79
Cl -7.66 -11.83 5.67
C -7.30 -13.20 7.98
Cl -9.04 -13.16 8.09
C -6.44 -13.59 9.04
Cl -7.10 -13.82 10.56
C -5.07 -13.69 8.84
Cl -3.95 -14.03 10.08
F -3.48 -9.77 5.14
C -4.49 -8.98 5.59
F -5.56 -9.76 5.96
C -5.04 -8.01 4.48
F -6.08 -8.59 3.73
F -4.11 -7.61 3.61
F -5.49 -6.92 5.11
*
```



Computed, not measured: a single C4H9NO2S molecule at a distorted geometry, with ωB97M-V with the def2-TZVPD basis set.

Summary:
DFT total energy	-761.200683	a.u.
SMILES	N[C@H]1[C@@H](O)[C@@H](S)[C@@H]1O
strongest force on any atom	2.10	eV/A
LUMO level	0.766	eV
orbital gap	9.55	eV
E_HOMO	-0.3229	hartree

Structure (ORCA input):
```
! wB97M-V def2-TZVPD RIJCOSX def2/J DEFGRID3
* xyz 0 1
C -0.13 -0.99 -0.02
C -0.84 0.27 -0.41
C -0.38 0.94 0.92
C 0.74 -0.15 0.97
H 0.83 -2.59 -0.81
H 0.17 -1.62 -1.95
H -0.88 -1.61 0.50
H -0.31 0.77 -1.25
H -2.57 1.04 -0.89
H -1.20 0.66 1.61
H 1.26 2.57 0.36
H 0.94 -0.57 1.97
H 1.92 -0.26 -0.51
N 0.65 -1.63 -1.05
O -2.22 0.16 -0.68
O 1.93 0.33 0.29
S 0.07 2.68 0.96
*
```



Computed, not measured: C10H5Cl4F6HoNO7Sb as an isolated structure at a distorted geometry, with ωB97M-V with the def2-TZVPD basis set.

Summary:
DFT total energy	-4594.197450	a.u.
⟨S²⟩	8.76
strongest force on any atom	3.33	eV/A
LUMO level (spin up / spin down)	1.585 / 1.498	eV
orbital gap (spin up / spin down)	8.20 / 8.59	eV
E_HOMO (spin up / spin down)	-0.2431 / -0.2608	hartree

Structure (ORCA input):
```
! wB97M-V def2-TZVPD RIJCOSX def2/J DEFGRID3
* xyz -1 6
Ho -0.04 0.12 -0.94
O 0.73 -2.00 5.07
C 0.43 -1.70 3.78
C -0.74 -1.01 3.44
C -0.96 -0.70 2.03
N -0.14 -1.11 1.10
C 0.99 -1.75 1.41
C 1.33 -2.08 2.80
C 1.94 -1.94 0.26
O 2.97 -2.57 0.43
O 1.52 -1.38 -0.84
C -2.04 0.24 1.55
O -2.99 0.48 2.29
O -1.81 0.72 0.38
H 0.05 -1.64 5.64
H -1.45 -0.68 4.18
H 2.26 -2.58 3.03
Cl 0.14 2.78 -1.57
C 1.86 2.75 -0.99
Cl 2.65 1.35 -1.76
Cl 2.65 4.24 -1.38
C 1.79 2.37 0.56
O 2.40 3.07 1.33
O 1.08 1.33 0.71
Cl -1.16 -2.31 -1.95
C -2.38 -1.70 -0.92
H -2.56 -2.27 -0.02
H -3.16 -1.13 -1.39
F 0.46 0.06 -3.16
Sb -0.74 1.41 -4.06
F -1.54 -0.19 -4.65
F -1.75 0.85 -2.42
F -1.00 1.84 -5.88
F -1.71 2.98 -3.74
F 0.93 2.18 -4.35
*
```



Computed, not measured: a single C5H8O molecule, with ωB97M-V with the def2-TZVPD basis set.

Summary:
DFT total energy	-270.368490	a.u.
strongest force on any atom	0.58	eV/A
LUMO level (spin up / spin down)	-0.265 / -0.254	eV
orbital gap (spin up / spin down)	8.44 / 8.45	eV
E_HOMO (spin up / spin down)	-0.3200 / -0.3197	hartree

Structure (ORCA input):
```
! wB97M-V def2-TZVPD RIJCOSX def2/J DEFGRID3
* xyz 0 1
O 1.30 -0.23 -1.12
C 0.72 -0.37 0.16
C 0.88 1.01 0.83
C -0.09 2.08 0.44
C -1.46 -0.75 -1.00
C -0.71 -0.83 0.10
H 1.21 -1.08 -1.58
H 1.31 -1.09 0.75
H 1.91 1.33 0.67
H 0.72 0.88 1.92
H -1.10 1.68 0.71
H -1.06 -0.32 -1.91
H -2.50 -1.07 -1.01
H -1.13 -1.24 1.02
*
```



Number 7 is which compound?
C5H8O



What did the seventh record say?
Computed, not measured: a single C5H8O molecule, with ωB97M-V with the def2-TZVPD basis set.

Summary:
DFT total energy	-270.368490	a.u.
strongest force on any atom	0.58	eV/A
LUMO level (spin up / spin down)	-0.265 / -0.254	eV
orbital gap (spin up / spin down)	8.44 / 8.45	eV
E_HOMO (spin up / spin down)	-0.3200 / -0.3197	hartree

Structure (ORCA input):
```
! wB97M-V def2-TZVPD RIJCOSX def2/J DEFGRID3
* xyz 0 1
O 1.30 -0.23 -1.12
C 0.72 -0.37 0.16
C 0.88 1.01 0.83
C -0.09 2.08 0.44
C -1.46 -0.75 -1.00
C -0.71 -0.83 0.10
H 1.21 -1.08 -1.58
H 1.31 -1.09 0.75
H 1.91 1.33 0.67
H 0.72 0.88 1.92
H -1.10 1.68 0.71
H -1.06 -0.32 -1.91
H -2.50 -1.07 -1.01
H -1.13 -1.24 1.02
*
```